[1]
{
  "formula": "C2H9NOS2",
  "method": "ωB97M-V/def2-TZVPD",
  "symbols": ["N", "C", "O", "H", "H", "H", "H", "H", "C", "S", "S", "H", "H", "H", "H"],
  "xyz": [[0.248, 2.317, 1.546], [1.138, 1.768, 0.549], [0.454, 1.650, -0.734], [-0.034, 3.262, 1.206], [-0.613, 1.755, 1.630], [1.955, 2.479, 0.324], [1.431, 0.796, 0.936], [0.649, 0.701, -1.059], [-1.939, -0.332, -0.134], [-0.577, -1.329, 0.611], [0.734, -1.414, -1.120], [-1.711, 0.730, -0.155], [-2.737, -0.613, 0.588], [-2.242, -0.701, -1.122], [0.235, -2.551, -1.643]],
  "atomic_forces_ev_per_a": [[-0.36, 1.19, -0.60], [-0.99, 0.76, -0.52], [0.84, -2.46, -0.16], [0.09, -1.03, 0.58], [0.72, 0.30, -0.12], [-0.09, -0.55, 0.76], [0.50, -0.07, -0.35], [-0.62, 2.48, 0.37], [-0.42, -1.08, 0.93], [0.59, 0.35, -2.11], [-0.66, -0.64, 1.39], [0.00, -0.11, 0.04], [0.11, 0.67, -0.52], [0.30, 0.03, 0.33], [0.00, 0.17, -0.01]],
  "de_lowest_ev": 0.733,
  "multiplicity": 1,
  "smiles": "CSS.NCO",
  "lumo_ev": 0.0,
  "homo_ev": -9.61,
  "e_tot_ha": -1007.93693,
  "homo_lumo_gap_ev": 9.6,
  "max_force_ha_per_bohr": 0.0507
}

[2]
{
  "formula": "C7H7N2O",
  "method": "ωB97M-V/def2-TZVPD",
  "symbols": ["C", "C", "C", "C", "C", "C", "C", "N", "N", "O", "H", "H", "H", "H", "H", "H", "H"],
  "xyz": [[1.790, -1.073, -0.083], [-0.564, -1.574, 0.430], [-0.806, 1.375, 0.077], [0.622, -0.910, 0.892], [2.399, 0.216, -0.333], [-0.133, 0.674, -0.970], [-0.497, -0.146, 0.183], [2.131, 2.425, 0.524], [2.139, 1.371, 0.149], [2.181, -2.175, -0.313], [-0.690, -2.273, -0.407], [-1.342, -1.774, 1.183], [-0.492, 2.167, 0.719], [-1.833, 1.624, -0.077], [0.986, -0.834, 1.980], [3.245, 0.149, -1.139], [0.025, 0.929, -1.999]],
  "atomic_forces_ev_per_a": [[-0.86, 0.54, 3.44], [-3.47, -2.07, 0.96], [-1.33, -1.28, 0.97], [1.91, -0.60, 0.54], [2.75, -2.45, -4.83], [-0.56, -0.85, 1.76], [1.68, 4.05, -2.27], [-0.36, -0.13, 0.16], [0.48, 1.96, 1.13], [0.60, 0.01, -1.22], [0.76, 0.42, 0.22], [0.50, -0.17, -0.08], [1.22, 0.09, 0.66], [-0.90, 0.20, -0.94], [-1.23, 0.15, -1.63], [-1.43, 0.70, 1.69], [0.24, -0.57, -0.56]],
  "total_charge": 1,
  "de_lowest_ev": 7.362,
  "multiplicity": 1,
  "lumo_ev": [-6.8, -6.8],
  "homo_ev": [-13.97, -13.97],
  "e_tot_ha": -455.15181,
  "homo_lumo_gap_ev": [7.2, 7.2],
  "max_force_ha_per_bohr": 0.1181
}

[3]
{
  "formula": "C5H6",
  "method": "ωB97M-V/def2-TZVPD",
  "symbols": ["C", "C", "C", "C", "C", "H", "H", "H", "H", "H", "H"],
  "xyz": [[0.681, 0.170, -0.214], [-1.430, -1.993, 0.883], [1.361, 2.630, -0.309], [-1.419, -1.408, -0.263], [1.181, 1.343, -0.087], [-1.752, -1.589, -1.330], [1.140, -0.858, -0.429], [-0.832, -1.551, 1.659], [-1.882, -3.053, 0.895], [1.917, 3.307, 0.412], [1.035, 3.001, -1.216]],
  "atomic_forces_ev_per_a": [[1.80, -1.55, -0.18], [-0.38, -2.15, -0.27], [1.81, 0.87, 2.80], [0.06, 1.01, -2.46], [-1.73, -1.80, -0.52], [0.38, 0.30, 1.63], [-0.95, 1.95, 0.39], [-0.22, -0.30, 0.71], [0.60, 1.64, 0.62], [-0.91, -0.91, -0.98], [-0.46, 0.95, -1.73]],
  "de_lowest_ev": 6.302,
  "multiplicity": 1,
  "lumo_ev": [-0.7, 0.2],
  "homo_ev": [-8.40, -8.52],
  "e_tot_ha": -193.84890,
  "homo_lumo_gap_ev": [7.7, 8.7],
  "max_force_ha_per_bohr": 0.0670
}

[4]
{
  "formula": "C8H14N3O4",
  "method": "ωB97M-V/def2-TZVPD",
  "symbols": ["C", "C", "C", "C", "C", "C", "C", "C", "N", "N", "N", "O", "O", "O", "O", "H", "H", "H", "H", "H", "H", "H", "H", "H", "H", "H", "H", "H", "H"],
  "xyz": [[-2.259, -0.725, -0.526], [2.036, -0.466, -0.708], [0.481, 1.057, 0.977], [-0.178, 1.944, -0.096], [-0.865, 0.400, -1.852], [1.221, -0.311, 0.553], [-1.354, 1.440, -0.872], [-0.104, -2.074, 1.608], [-2.319, 0.604, -0.150], [3.253, 0.073, -0.856], [-1.252, -0.795, -1.601], [-2.828, -1.709, -0.053], [1.452, -0.982, -1.713], [-2.998, 1.033, 0.916], [0.122, -1.239, 0.528], [1.207, 1.796, 1.426], [-0.291, 0.822, 1.600], [-0.444, 2.789, 0.424], [0.690, 2.172, -0.808], [-0.321, 0.634, -2.745], [0.572, -1.496, -1.430], [1.783, -0.601, 1.468], [-1.886, 2.250, -1.416], [0.335, -1.635, 2.495], [0.416, -3.042, 1.390], [-1.206, -2.315, 1.595], [3.959, 0.296, -0.196], [3.691, -0.377, -1.670], [-2.914, 0.460, 1.708]],
  "atomic_forces_ev_per_a": [[0.10, -1.34, 0.75], [-0.15, 1.72, 1.31], [3.23, 1.62, -2.75], [2.84, -1.48, -1.51], [-1.78, -0.63, 0.43], [-2.09, -0.35, 3.00], [-1.21, -0.84, -0.89], [-0.10, -2.37, -0.05], [1.21, -1.76, -1.26], [-1.09, -2.36, -2.29], [-0.67, 0.76, -0.34], [1.05, 2.46, -0.76], [-0.12, -1.62, 0.33], [-1.12, 1.13, 1.40], [0.90, 1.25, -2.55], [-0.62, -1.19, 0.02], [-1.47, -1.18, 2.33], [-0.51, 2.25, 0.95], [-1.45, 0.32, 0.58], [0.69, 0.15, -0.10], [0.98, 1.32, -0.42], [0.48, 0.36, -0.78], [0.40, -0.25, 0.42], [-0.50, -0.05, 0.60], [-0.33, 0.54, 0.54], [1.17, 0.55, 0.53], [-0.18, 0.41, 1.39], [-0.02, 0.78, -0.06], [0.37, -0.16, -0.83]],
  "total_charge": 1,
  "de_lowest_ev": 3.959,
  "multiplicity": 1,
  "smiles": "CO[C@H](CC[C@H]1C=NC(=O)N1O)C(=[NH2+])O",
  "lumo_ev": -4.3,
  "homo_ev": -12.57,
  "e_tot_ha": -778.10156,
  "homo_lumo_gap_ev": 8.3,
  "max_force_ha_per_bohr": 0.0883
}

[5]
{
  "formula": "CH4N4S",
  "method": "ωB97M-V/def2-TZVPD",
  "symbols": ["C", "N", "N", "N", "N", "S", "H", "H", "H", "H"],
  "xyz": [[-2.115, 0.312, 0.140], [1.292, -1.122, -0.496], [0.227, -0.607, -0.425], [2.292, 0.936, 0.418], [2.538, -0.085, -0.068], [-0.399, 0.778, 0.197], [-2.478, 0.466, 1.148], [-2.037, -0.718, -0.050], [-2.718, 0.683, -0.641], [3.398, -0.643, -0.223]],
  "atomic_forces_ev_per_a": [[0.72, -0.47, 0.67], [1.43, -0.41, -0.93], [-1.18, -1.33, 0.12], [0.49, 1.05, 0.19], [-1.27, -1.08, 0.14], [0.83, 2.31, 0.46], [-0.48, 0.16, -0.03], [-0.27, -1.66, 0.04], [-0.55, 1.11, -0.71], [0.27, 0.33, 0.05]],
  "de_lowest_ev": 3.293,
  "multiplicity": 1,
  "lumo_ev": 0.5,
  "homo_ev": -7.62,
  "e_tot_ha": -657.55465,
  "homo_lumo_gap_ev": 8.1,
  "max_force_ha_per_bohr": 0.0486
}

[6]
{
  "formula": "C15H29AgAs2IN5",
  "method": "ωB97M-V/def2-TZVPD",
  "symbols": ["Ag", "C", "N", "C", "C", "N", "N", "C", "N", "N", "H", "H", "H", "H", "H", "H", "H", "H", "H", "H", "H", "C", "As", "C", "C", "C", "C", "C", "C", "C", "As", "C", "C", "H", "H", "H", "H", "H", "H", "H", "H", "H", "H", "H", "H", "H", "H", "H", "H", "I", "C", "H", "H"],
  "xyz": [[-0.632, -0.281, 1.132], [-5.403, -2.320, -1.190], [-4.428, -1.247, -1.082], [-4.852, 0.097, -1.431], [-3.355, -1.378, -0.234], [-2.585, -0.405, 0.120], [-3.159, -2.644, 0.286], [-1.837, -3.027, 0.737], [-1.760, -3.142, 2.100], [-0.956, -3.282, -0.136], [-6.218, -1.983, -1.824], [-5.816, -2.621, -0.223], [-4.972, -3.193, -1.689], [-5.659, 0.032, -2.156], [-4.040, 0.644, -1.912], [-5.196, 0.667, -0.562], [-2.837, 0.473, -0.306], [-3.619, -3.392, -0.206], [-2.424, -2.588, 2.616], [-0.823, -3.149, 2.486], [-0.064, -3.510, 0.304], [1.980, -2.067, -1.657], [1.164, -0.383, -1.096], [1.205, 0.501, -2.850], [2.705, 0.513, -0.274], [3.942, -0.123, -0.182], [5.011, 0.483, 0.460], [4.857, 1.742, 1.018], [3.630, 2.380, 0.932], [2.547, 1.775, 0.301], [0.818, 2.698, 0.217], [1.464, 4.388, -0.545], [0.682, 3.300, 2.073], [2.832, -1.912, -2.318], [1.208, -2.632, -2.178], [2.285, -2.633, -0.777], [2.213, 0.485, -3.265], [0.866, 1.532, -2.754], [0.526, -0.030, -3.518], [4.076, -1.111, -0.602], [5.960, -0.034, 0.530], [5.685, 2.224, 1.523], [3.520, 3.363, 1.375], [2.298, 4.791, 0.028], [0.647, 5.109, -0.544], [1.784, 4.221, -1.572], [1.597, 3.786, 2.409], [0.465, 2.442, 2.707], [-0.144, 4.009, 2.143], [1.876, -2.254, 2.535], [0.816, -0.329, 2.690], [1.649, 0.371, 2.637], [0.469, -0.355, 3.722]],
  "atomic_forces_ev_per_a": [[-0.01, 0.01, 0.12], [0.02, -0.02, -0.18], [0.01, 0.00, 0.20], [0.07, -0.02, -0.08], [0.02, -0.10, 0.06], [-0.01, 0.02, -0.11], [0.08, 0.10, 0.05], [-0.11, 0.05, -0.11], [-0.01, 0.05, -0.03], [0.01, 0.02, 0.02], [-0.03, 0.02, 0.03], [0.01, 0.02, 0.01], [-0.01, -0.02, 0.06], [-0.03, 0.00, 0.03], [0.01, 0.01, 0.00], [-0.01, 0.00, 0.00], [-0.07, 0.00, 0.02], [0.07, -0.01, -0.07], [-0.01, 0.00, 0.00], [0.00, 0.00, 0.00], [-0.03, -0.05, 0.01], [-0.01, 0.00, -0.02], [0.05, -0.02, 0.01], [0.01, 0.01, 0.00], [0.02, -0.16, -0.09], [-0.03, 0.00, -0.01], [0.03, -0.04, -0.01], [0.00, 0.04, 0.02], [-0.01, -0.01, 0.00], [0.04, 0.14, 0.06], [-0.14, -0.06, -0.04], [0.02, 0.03, 0.00], [0.03, 0.04, 0.02], [0.00, -0.01, 0.00], [0.01, -0.01, 0.00], [0.00, 0.01, 0.00], [0.00, 0.00, -0.01], [0.00, 0.00, 0.02], [0.00, 0.00, -0.01], [0.01, 0.00, 0.00], [0.00, 0.00, 0.00], [0.00, -0.01, 0.00], [0.00, 0.00, 0.00], [0.00, 0.01, -0.01], [0.00, 0.01, -0.01], [0.00, 0.01, 0.00], [-0.01, 0.00, 0.01], [0.00, 0.00, 0.00], [-0.01, 0.00, 0.00], [-0.06, 0.07, 0.00], [0.09, -0.07, 0.05], [0.00, -0.01, -0.03], [0.01, 0.00, 0.00]],
  "de_lowest_ev": 0.080,
  "multiplicity": 1,
  "lumo_ev": 0.4,
  "homo_ev": -6.98,
  "e_tot_ha": -5778.91429,
  "homo_lumo_gap_ev": 7.4,
  "max_force_ha_per_bohr": 0.0038
}

Q: Look up the multiplicity of the second one.
A: 1